Record 1
Entry from OMol25: a molecular structure, C48H49As2CuF3N2O2SbSi (ωB97M-V/def2-TZVPD).

The geometry in XYZ format:
```
109
Properties=species:S:1:pos:R:3
Cu -0.4071 0.2003 -0.2523
C -0.6877 -1.3752 4.8572
O 0.4764 -1.0154 4.0936
C 0.2422 -0.7136 2.8197
O -0.8516 -0.6061 2.3121
N 1.4371 -0.5978 2.1596
N 1.4777 -0.0643 0.8613
H -0.3210 -1.6008 5.8527
H -1.1621 -2.2510 4.4174
H -1.3911 -0.5455 4.8850
H 2.2630 -0.5033 2.7316
H 2.0827 -0.6581 0.2990
H 1.8776 0.8712 0.9049
C 0.1352 0.8393 -4.1677
As -0.7943 -0.0546 -2.7114
C -1.0229 -1.8161 -3.5236
C -2.6237 0.6092 -2.9158
C -3.0991 0.9342 -4.1845
C -4.3920 1.4029 -4.3596
C -5.2305 1.5423 -3.2628
C -4.7679 1.2163 -1.9983
C -3.4687 0.7519 -1.8119
As -2.8119 0.3403 -0.0295
C -3.8220 1.5526 1.0993
C -3.7474 -1.3311 0.3275
H -0.3164 0.5875 -5.1253
H 1.1710 0.5023 -4.1649
H 0.1269 1.9174 -4.0163
H -1.4179 -1.6978 -4.5321
H -1.7211 -2.4076 -2.9327
H -0.0661 -2.3375 -3.5662
H -2.4593 0.8286 -5.0516
H -4.7441 1.6565 -5.3510
H -6.2415 1.9056 -3.3932
H -5.4275 1.3392 -1.1478
H -4.8817 1.3036 1.0754
H -3.6717 2.5782 0.7682
H -3.4569 1.4441 2.1202
H -4.8254 -1.1748 0.3330
H -3.4196 -1.7174 1.2925
H -3.4907 -2.0398 -0.4593
C 1.9574 3.0159 3.9237
C 2.6886 3.3485 2.7927
C 2.0961 3.2900 1.5352
C 0.7639 2.8907 1.3857
C 0.0466 2.5527 2.5411
C 0.6294 2.6236 3.7965
Si -0.0264 2.6691 -0.3042
C 1.2368 3.0075 -1.6493
C 1.1555 4.1389 -2.4652
C 2.0975 4.3743 -3.4595
C 3.1473 3.4879 -3.6502
C 3.2537 2.3618 -2.8436
C 2.3011 2.1250 -1.8655
C -1.4977 3.8010 -0.4921
C -1.9263 4.6189 0.5589
C -3.0395 5.4359 0.4198
C -3.7452 5.4525 -0.7756
C -3.3259 4.6609 -1.8366
C -2.2139 3.8448 -1.6935
H 2.4168 3.0675 4.9023
H 3.7190 3.6668 2.8880
H 2.6778 3.5677 0.6630
H -0.9817 2.2159 2.4534
H 0.0529 2.3688 4.6774
H 0.3497 4.8496 -2.3232
H 2.0146 5.2568 -4.0808
H 3.8829 3.6741 -4.4218
H 4.0759 1.6705 -2.9826
H 2.3883 1.2233 -1.2655
H -1.3834 4.6254 1.4966
H -3.3532 6.0649 1.2430
H -4.6136 6.0894 -0.8836
H -3.8647 4.6780 -2.7755
H -1.9013 3.2350 -2.5343
F -3.0233 -7.5468 -3.2105
C -2.4074 -6.5687 -2.5301
C -3.1383 -5.8254 -1.6247
C -2.4928 -4.8112 -0.9320
C -1.1371 -4.5515 -1.1293
C -0.4370 -5.3206 -2.0565
C -1.0666 -6.3350 -2.7639
Sb -0.2196 -2.9344 -0.0796
C 1.7665 -3.1859 -0.8187
C 2.2956 -2.1951 -1.6474
C 3.5708 -2.3034 -2.1880
C 4.3112 -3.4283 -1.8857
F 5.5417 -3.5489 -2.4002
C 3.8253 -4.4377 -1.0734
C 2.5504 -4.3088 -0.5458
C 0.0316 -3.9043 1.8092
C -1.0678 -4.5048 2.4213
C -0.9715 -5.0605 3.6889
C 0.2446 -4.9999 4.3410
F 0.3472 -5.5272 5.5711
C 1.3583 -4.4164 3.7707
C 1.2403 -3.8682 2.5010
H -4.1877 -6.0401 -1.4753
H -3.0725 -4.2210 -0.2306
H 0.6147 -5.1366 -2.2397
H -0.5351 -6.9411 -3.4850
H 1.7014 -1.3180 -1.8919
H 3.9877 -1.5442 -2.8365
H 4.4425 -5.3027 -0.8716
H 2.1621 -5.1005 0.0848
H -2.0213 -4.5605 1.9084
H -1.8147 -5.5394 4.1681
H 2.2928 -4.4015 4.3153
H 2.1147 -3.4133 2.0516
```

Properties
M: 1106.2 g/mol
F_max: 0.1 eV/A
2S+1: 2
E_LUMO (alpha / beta): -1.681 / -3.559 eV
expectation value of S²: 0.76
electronic energy: -246525.96497 eV
Kohn-Sham gap (alpha / beta): 7.4 / 7.0 eV
net charge: +1
ΔE to the lowest compared entry with this formula, charge and spin: 0.0000 eV

=====

Record 2
Entry from OMol25: a molecular structure, C48H49BBrFeN4O5 in a non-equilibrium geometry (ωB97M-V/def2-TZVPD).

The geometry in XYZ format:
```
109
Properties=species:S:1:pos:R:3
Fe -0.7540 -2.5357 -0.7084
Br -1.4456 1.7649 5.2978
C -0.7755 1.2269 3.6452
C -0.7989 2.1414 2.5350
C -0.8305 1.5873 1.2909
C -0.7272 0.1103 1.0206
O -1.1693 -0.4763 -0.0358
C -0.1739 -0.6129 2.1489
C 0.5643 -1.7922 1.9853
N 0.6095 -2.5639 0.8773
C 1.5134 -3.5641 0.6455
C 2.6816 -3.6922 1.4299
C 3.4641 -4.8109 1.3586
C 3.1602 -5.8636 0.4461
C 1.9722 -5.7988 -0.3694
C 1.5801 -6.7641 -1.3579
C 0.4428 -6.5264 -2.0952
C -0.1688 -5.2574 -2.0403
N 0.1569 -4.3453 -1.1246
C 1.2570 -4.5962 -0.3290
C -0.4268 -0.1160 3.4782
H -0.8367 3.2600 2.6069
H -0.9831 2.1112 0.3437
H 1.2138 -2.1666 2.8329
H 2.9135 -2.8266 2.0813
H 4.3750 -4.8310 1.9757
H 3.7937 -6.7142 0.3062
H 2.1333 -7.6738 -1.4150
H 0.0046 -7.2987 -2.6885
H -1.0648 -5.0584 -2.6490
H -0.4240 -0.8123 4.3076
C -2.1703 -4.9972 1.1963
C -3.2950 -4.0498 1.2430
C -4.2204 -4.1077 2.3076
C -5.3874 -3.3918 2.2679
C -5.5058 -2.3268 1.4193
C -4.5235 -2.1710 0.4141
C -4.4500 -0.8883 -0.3489
C -3.5291 -3.1273 0.2085
N -2.6439 -3.1460 -0.9216
C -3.0485 -3.0710 -2.1830
C -4.2872 -3.8193 -2.7552
C -2.1444 -2.3498 -3.1150
C -2.4907 -2.2601 -4.5667
N -1.0745 -1.8408 -2.5643
C -0.2339 -0.7922 -2.9490
C -0.7585 0.4992 -3.2085
C -2.2256 0.7542 -3.0533
C 0.0770 1.4725 -3.7406
C 1.4666 1.3248 -3.7593
C 2.0063 0.1052 -3.3384
C 1.1874 -0.9332 -2.9437
C 1.8739 -2.1915 -2.4934
H -2.2985 -5.6729 2.0243
H -1.1849 -4.5788 1.4204
H -2.1366 -5.5021 0.2229
H -4.0352 -4.8383 3.0448
H -6.1965 -3.6601 2.9867
H -6.3104 -1.6631 1.4606
H -5.1815 -0.2075 0.1260
H -4.7436 -0.9684 -1.4150
H -3.4959 -0.3383 -0.3142
H -4.8262 -4.3306 -1.9443
H -3.9617 -4.6006 -3.4356
H -5.0010 -3.1776 -3.2424
H -2.5183 -3.2883 -4.8897
H -1.7324 -1.6695 -5.1181
H -3.4849 -1.8644 -4.7649
H -2.6391 0.0621 -2.2722
H -2.7439 0.5244 -4.0060
H -2.3498 1.8453 -2.7507
H -0.3526 2.4238 -4.1429
H 2.1036 2.0488 -4.2532
H 3.1037 -0.0141 -3.3287
H 2.9156 -2.1790 -2.7432
H 1.5501 -3.0427 -3.0664
H 1.8099 -2.3796 -1.4078
C 5.3006 0.4402 1.5374
C 4.2367 0.4353 0.4713
O 3.5229 -0.4886 0.1689
O 4.1048 1.6017 -0.2636
H 6.1614 1.1625 1.3521
H 5.6970 -0.5671 1.6516
H 4.8565 0.6814 2.4995
C 2.7236 8.9055 1.8542
C 1.5544 7.9693 2.2652
C 1.6731 7.6368 3.7835
C 0.1920 8.6526 2.1266
C 1.6685 6.6560 1.4859
C 0.5619 6.1151 0.8263
C 0.6903 4.9346 0.0517
C 1.9221 4.3166 0.0400
O 2.3487 3.1312 -0.6124
B 3.5935 2.8216 -0.0595
O 4.0663 3.8899 0.8113
C 3.0168 4.7708 0.8119
C 2.9445 5.9508 1.5265
H 2.7242 9.8160 2.4586
H 2.6257 9.1840 0.8273
H 3.6170 8.3349 1.9933
H 1.7521 8.5581 4.3959
H 2.6301 7.1552 4.0060
H 0.8424 6.9603 4.0339
H 0.2179 9.7210 2.4576
H -0.5250 8.0985 2.7179
H -0.0760 8.6292 1.1054
H -0.4166 6.5394 0.9838
H -0.1263 4.4788 -0.4866
H 3.7294 6.3831 2.0720
```

Properties
M: 908.5 g/mol
F_max: 3.2 eV/A
2S+1: 6
E_LUMO (alpha / beta): -0.876 / -0.845 eV
expectation value of S²: 8.77
electronic energy: -171877.82786 eV
Kohn-Sham gap (alpha / beta): 4.9 / 6.4 eV
ΔE to the lowest compared entry with this formula, charge and spin: 2.5175 eV

=====

Record 3
Entry from OMol25: a molecular structure, C48H49BrCaN6O9P4S (ωB97M-V/def2-TZVPD).

The geometry in XYZ format:
```
119
Properties=species:S:1:pos:R:3
Ca 0.8958 0.0140 0.0561
O -2.3176 -0.7090 -0.9007
N -1.5400 0.2271 -1.5620
C -2.3020 1.0320 -2.1811
C -1.9358 2.1566 -3.0634
C -2.9521 2.4899 -3.9666
C -2.8104 3.5148 -4.8821
C -1.6369 4.2500 -4.8952
C -0.6332 3.9470 -3.9908
C -0.7520 2.9096 -3.0674
P 0.6108 2.6477 -1.8465
C 2.0848 3.0924 -2.8363
C 2.7525 2.0268 -3.4384
C 3.8779 2.2502 -4.2196
C 4.3583 3.5392 -4.3926
C 3.7080 4.6067 -3.7866
C 2.5772 4.3858 -3.0157
C 0.3179 4.0997 -0.7628
C -0.9894 4.4570 -0.4353
C -1.2414 5.4310 0.5198
C -0.1901 6.0667 1.1629
C 1.1161 5.7251 0.8402
C 1.3666 4.7477 -0.1103
H -1.6785 -1.4084 -0.6160
H -3.3738 0.8406 -2.1174
H -3.8719 1.9176 -3.9466
H -3.6125 3.7382 -5.5730
H -1.5045 5.0615 -5.5988
H 0.2731 4.5353 -4.0059
H 2.4101 1.0150 -3.2638
H 4.3866 1.4111 -4.6762
H 5.2427 3.7150 -4.9916
H 4.0846 5.6137 -3.9139
H 2.0828 5.2258 -2.5432
H -1.8222 3.9708 -0.9296
H -2.2639 5.6951 0.7594
H -0.3858 6.8284 1.9066
H 1.9449 6.2188 1.3324
H 2.3902 4.4918 -0.3465
O 4.2024 -0.5139 1.8608
P 3.1775 -1.7547 1.7359
O 3.4823 -2.8769 2.6292
O 1.8075 -1.1087 1.7741
O 3.4580 -2.2600 0.1897
P 3.6539 -1.4436 -1.1743
O 5.1526 -0.8519 -1.0314
O 3.6044 -2.3930 -2.3202
O 2.7236 -0.2523 -1.2099
H 5.0685 -0.7405 1.4996
H 5.7677 -1.4742 -1.4386
C -3.2734 2.1981 1.9826
N -2.2796 1.5914 2.8462
C -1.1629 1.0161 2.3411
N -0.3502 0.3871 3.2388
O -0.8649 1.1279 1.1414
H -3.5147 3.2045 2.3258
H -4.1854 1.5989 1.9599
H -2.8580 2.2555 0.9800
H -2.5687 1.3229 3.7741
H -0.7490 0.1040 4.1190
H 0.3817 -0.2239 2.8784
Br 5.7629 4.4617 2.8881
C 4.3867 3.4195 2.1199
C 3.2455 3.1377 2.8463
C 2.2666 2.3726 2.2343
N 2.3635 1.9056 0.9908
C 3.4824 2.1836 0.3146
C 4.5215 2.9382 0.8317
H 3.1172 3.4944 3.8576
H 1.3603 2.1285 2.7741
H 3.5519 1.7733 -0.6843
H 5.4052 3.1340 0.2420
C -4.6939 -0.0244 5.4352
C -3.4323 -0.5170 5.7445
C -2.7456 -1.3018 4.8286
C -3.2940 -1.6057 3.5781
C -4.5692 -1.1205 3.2922
C -5.2628 -0.3437 4.2107
P -2.2138 -2.3893 2.3013
C -3.3975 -3.4122 1.3367
C -3.4265 -4.8044 1.3765
C -4.3031 -5.5164 0.5683
C -5.1686 -4.8509 -0.2872
C -5.1318 -3.4649 -0.3539
C -4.2391 -2.7555 0.4350
C -1.3130 -3.6002 3.3250
C -1.9252 -4.4141 4.2833
C -1.1676 -5.2962 5.0326
C 0.2103 -5.3723 4.8399
C 0.8290 -4.5661 3.9001
C 0.0639 -3.6834 3.1434
H -5.2341 0.5839 6.1487
H -2.9849 -0.3021 6.7071
H -1.7731 -1.7013 5.0950
H -5.0369 -1.3503 2.3445
H -6.2553 0.0150 3.9676
H -2.7549 -5.3403 2.0330
H -4.3098 -6.5983 0.6113
H -5.8586 -5.4089 -0.9073
H -5.7855 -2.9358 -1.0367
H -4.1723 -1.6799 0.3246
H -2.9956 -4.3487 4.4448
H -1.6472 -5.9240 5.7735
H 0.7980 -6.0597 5.4353
H 1.9001 -4.5847 3.7446
H 0.5583 -3.0439 2.4238
C -2.3472 -3.7078 -2.5393
N -1.0072 -3.4410 -3.0292
C -0.5837 -3.5716 -4.3392
C 0.7301 -3.2620 -4.3577
N 1.0920 -2.9434 -3.0712
C 0.0317 -3.0447 -2.2580
S -0.0202 -2.7951 -0.5644
H -2.8426 -4.3839 -3.2328
H -2.9168 -2.7842 -2.4470
H -2.2830 -4.1727 -1.5577
H -1.2506 -3.8787 -5.1240
H 1.4384 -3.2472 -5.1656
H 2.0663 -2.7135 -2.7598
```

Properties
M: 1129.9 g/mol
F_max: 0.7 eV/A
E_LUMO: 0.185 eV
electronic energy: -214425.84414 eV
Kohn-Sham gap: 8.1 eV
ΔE to the lowest compared entry with this formula, charge and spin: 0.0958 eV

=====

Record 4
Entry from OMol25: a molecular structure, C48H49N8O3ReSi in a non-equilibrium geometry (ωB97M-V/def2-TZVPD).

The geometry in XYZ format:
```
110
Properties=species:S:1:pos:R:3
Re 0.5873 -0.0531 0.0216
C 1.3439 -3.1063 -1.2067
N 1.3321 -2.5907 0.1664
C 2.6149 -2.6553 0.8706
C 3.2644 -1.3167 0.8632
N 2.6451 -0.2057 0.4955
C 3.5660 0.8553 0.6626
C 3.4109 2.2157 0.4476
C 4.4982 3.0099 0.7472
C 5.6914 2.4555 1.2544
C 5.8388 1.1016 1.4751
C 4.7304 0.3260 1.1623
N 4.5065 -1.0620 1.2664
C 1.6101 -1.9916 -2.1558
N 1.5457 -0.7081 -1.8061
C 1.8107 0.0366 -2.9925
C 1.8963 1.3990 -3.1932
C 2.1647 1.8103 -4.4818
C 2.3522 0.8970 -5.5306
C 2.2914 -0.4669 -5.3187
C 2.0172 -0.8656 -4.0175
N 1.9185 -2.1379 -3.4342
H 2.0743 -3.9190 -1.3442
H 0.3482 -3.5125 -1.4538
H 0.5892 -3.0495 0.6877
H 2.4330 -2.9491 1.9159
H 3.2946 -3.4021 0.4378
H 2.5104 2.6485 0.0387
H 4.4393 4.0737 0.5754
H 6.5199 3.1042 1.4765
H 6.7587 0.6824 1.8378
H 5.1593 -1.7640 1.5832
H 1.7438 2.1221 -2.4119
H 2.2209 2.8651 -4.6963
H 2.5455 1.2752 -6.5247
H 2.4403 -1.1676 -6.1177
H 1.9771 -3.0264 -3.9105
O -0.7285 0.1163 -1.3396
Si -1.8579 -0.4529 -2.6125
C -1.5123 -2.2214 -3.1058
C -1.8213 -3.3001 -2.2549
C -1.7891 -4.6165 -2.6909
C -1.4428 -4.8953 -4.0118
C -1.0979 -3.8661 -4.8755
C -1.1343 -2.5459 -4.4208
C -1.8310 0.7050 -4.0436
C -1.1897 1.9516 -4.0441
C -1.1653 2.7696 -5.1552
C -1.8064 2.3645 -6.3211
C -2.5104 1.1608 -6.3534
C -2.5450 0.3583 -5.2288
C -3.5737 -0.2839 -1.9648
C -3.9826 0.7876 -1.1505
C -5.2997 0.9286 -0.7244
C -6.2480 -0.0140 -1.1176
C -5.8901 -1.0693 -1.9454
C -4.5801 -1.1829 -2.3807
H -2.1346 -3.1085 -1.2347
H -2.0505 -5.4246 -2.0208
H -1.4559 -5.9187 -4.3636
H -0.8362 -4.0796 -5.9037
H -0.8998 -1.7596 -5.1311
H -0.6634 2.2773 -3.1560
H -0.6440 3.7183 -5.1359
H -1.7738 2.9895 -7.2033
H -3.0290 0.8790 -7.2634
H -3.1000 -0.5689 -5.2659
H -3.2622 1.5483 -0.8783
H -5.6109 1.7614 -0.1052
H -7.2778 0.0781 -0.7801
H -6.6451 -1.7707 -2.2592
H -4.3186 -1.9946 -3.0411
C -4.1196 1.3663 3.0406
N -3.1456 0.6786 2.1775
C -3.1996 -0.7658 1.9813
C -1.9162 -1.0044 1.2448
O -1.4344 -2.0453 0.8490
N -1.2746 0.2044 1.0521
C -2.0488 1.1712 1.6424
N -1.6902 2.4458 1.6741
H -5.0922 0.8966 2.8941
H -4.2230 2.3990 2.7252
H -3.8172 1.3041 4.0934
H -4.0584 -1.0459 1.3601
H -3.2044 -1.2978 2.9359
H -0.9127 2.7756 1.1245
H -2.3218 3.1559 2.0069
C 1.0930 1.1568 8.8789
C 1.2076 1.0618 7.3905
C 0.3928 0.2156 6.6411
C 0.4924 0.1614 5.2669
C -0.4199 -0.7667 4.5178
C 1.4403 0.9701 4.5924
C 1.5520 1.0084 3.1656
O 0.8814 0.2901 2.3265
C 2.3072 1.8125 5.3633
C 3.3817 2.6700 4.7423
C 2.1559 1.8430 6.7305
H 0.3794 0.4438 9.2796
H 0.7770 2.1640 9.1599
H 2.0668 0.9900 9.3413
H -0.3434 -0.4055 7.1327
H -1.0180 -1.3420 5.2183
H 0.1191 -1.4592 3.8762
H -1.0863 -0.2055 3.8623
H 2.2625 1.7235 2.7348
H 2.9654 3.4895 4.1579
H 4.0488 2.0997 4.0968
H 3.9996 3.1164 5.5150
H 2.8199 2.4752 7.3016
```

Properties
M: 1000.3 g/mol
F_max: 1.3 eV/A
2S+1: 4
E_LUMO (alpha / beta): -8.689 / -9.379 eV
expectation value of S²: 3.77
electronic energy: -78623.59980 eV
Kohn-Sham gap (alpha / beta): 6.1 / 5.4 eV
net charge: +3
ΔE to the lowest compared entry with this formula, charge and spin: 0.9130 eV

=====

Which of these has the lowest ΔE to the lowest compared entry with this formula, charge and spin?
C48H49As2CuF3N2O2SbSi